{
  "formula": "C6H12ClN",
  "method": "ωB97M-V/def2-TZVPD",
  "relative_energy_kcal_mol": 0.0,
  "total_charge": 0,
  "homo_energy_ev": [-4.753, -8.823],
  "molar_mass_da": 133.62,
  "orbital_gap_ev": [5.60, 7.06],
  "s2": 2.010,
  "lumo_energy_ha": [0.0313, -0.0648],
  "multiplicity": 3,
  "elements": ["C", "C", "C", "C", "C", "C", "N", "Cl", "H", "H", "H", "H", "H", "H", "H", "H", "H", "H", "H", "H"],
  "coordinates": [[1.06166, 0.44605, -0.68324], [1.12517, 0.93554, 0.54864], [2.10016, 2.02364, 1.04770], [0.01141, 0.59075, 1.56613], [-1.96790, -2.21209, -0.75899], [-0.18656, -0.76253, -1.36929], [-1.21502, -1.09165, -0.53601], [-0.69355, 0.31591, -2.84813], [1.66701, 0.79810, -1.52584], [2.65708, 1.59136, 1.89588], [1.52021, 2.79228, 1.47706], [2.80635, 2.45007, 0.25279], [-0.19859, -0.44771, 1.80873], [-0.90001, 1.06893, 1.07768], [0.24664, 1.01318, 2.49003], [-1.37297, -3.06342, -1.04863], [-2.64093, -2.41940, 0.07954], [-2.63729, -2.08138, -1.61934], [0.36598, -1.64840, -1.74328], [-1.74887, -0.29925, -0.11144]]
}

---

{
  "formula": "C6H12ClN4O2",
  "method": "ωB97M-V/def2-TZVPD",
  "relative_energy_kcal_mol": 34.7,
  "total_charge": 1,
  "homo_energy_ev": -13.649,
  "molar_mass_da": 207.64,
  "orbital_gap_ev": 8.76,
  "smiles": "NC[C@H]1[C@@H](N=C=O)O[C@H](N)C[N@@H+]1Cl",
  "lumo_energy_ha": -0.1798,
  "elements": ["N", "C", "C", "C", "N", "C", "O", "O", "C", "N", "C", "N", "Cl", "H", "H", "H", "H", "H", "H", "H", "H", "H", "H", "H", "H"],
  "coordinates": [[2.88176, 1.54178, 0.00218], [2.37169, 0.08661, 0.06728], [0.73896, 0.14549, 0.21181], [0.00969, -0.44237, -1.13300], [0.60128, -1.79588, -1.57986], [-0.41136, -2.58813, -2.06528], [-1.20467, -3.43776, -2.74780], [-1.43969, -0.66029, -1.01718], [-2.03738, 0.09562, 0.09383], [-2.24697, 1.58625, -0.24693], [-1.29069, -0.14043, 1.53476], [0.17318, -0.60896, 1.39699], [0.92163, -0.22018, 2.91839], [2.64460, 2.04987, 0.88681], [2.30698, 2.02982, -0.73920], [2.75171, -0.40410, -0.94776], [2.92901, -0.47849, 0.92710], [0.46623, 1.29345, 0.39527], [0.18188, 0.32348, -2.02977], [-3.14426, -0.33252, 0.22331], [-2.88083, 1.56960, -1.08492], [-1.34867, 2.01621, -0.57221], [-1.23747, 0.90223, 2.11072], [-1.86816, -0.90180, 2.21215], [0.13152, -1.62949, 1.18333]]
}

---

{
  "formula": "C6H12F7N3O4ReS2",
  "method": "ωB97M-V/def2-TZVPD",
  "total_charge": 2,
  "homo_energy_ev": [-17.668, -17.569],
  "molar_mass_da": 573.51,
  "orbital_gap_ev": [7.72, 8.06],
  "s2": 0.753,
  "lumo_energy_ha": [-0.3657, -0.3496],
  "multiplicity": 2,
  "elements": ["Re", "F", "C", "F", "F", "S", "O", "O", "N", "S", "O", "O", "C", "F", "F", "F", "N", "C", "C", "C", "C", "N", "H", "H", "H", "H", "H", "H", "H", "H", "H", "H", "H", "H", "F"],
  "coordinates": [[0.41466, 0.56276, -0.61618], [-2.76507, -1.46895, -0.94908], [-3.50998, -0.89117, -0.01497], [-4.68697, -0.57744, -0.47903], [-3.57911, -1.64223, 1.05373], [-2.64997, 0.69777, 0.48309], [-1.16110, 0.23845, 0.55753], [-3.14701, 1.16287, 1.71148], [-2.80930, 1.67890, -0.74395], [-1.58505, 1.91685, -1.65758], [-0.41916, 2.50929, -0.90570], [-1.03081, 0.64871, -2.23212], [-2.20125, 3.11400, -3.00886], [-2.56133, 4.20244, -2.39577], [-3.19154, 2.51591, -3.60456], [-1.17592, 3.29366, -3.79433], [1.62034, 1.02539, 1.08726], [2.49908, 0.10738, 1.90394], [1.80399, -1.20417, 2.24049], [2.21491, -2.36559, 1.33411], [2.19926, -2.05601, -0.14908], [0.85517, -1.53400, -0.59083], [2.19639, 1.82341, 0.80314], [0.94980, 1.44344, 1.73924], [2.76306, 0.66110, 2.80378], [3.41603, -0.04705, 1.33694], [0.71827, -1.05382, 2.23142], [2.04032, -1.47319, 3.26912], [1.57919, -3.23107, 1.53593], [3.23084, -2.67775, 1.58307], [2.40849, -2.95834, -0.72200], [2.94192, -1.31237, -0.43591], [0.13204, -2.01333, -0.04913], [0.70115, -1.84942, -1.55021], [1.78865, 0.75359, -1.77498]]
}

---

{
  "formula": "C6H12FN",
  "method": "ωB97M-V/def2-TZVPD",
  "relative_energy_kcal_mol": 26.8,
  "total_charge": 0,
  "homo_energy_ev": -8.870,
  "molar_mass_da": 117.17,
  "orbital_gap_ev": 9.88,
  "smiles": "CN1CCC[C@@]1(C)F",
  "lumo_energy_ha": 0.0372,
  "elements": ["C", "C", "C", "C", "C", "C", "N", "F", "H", "H", "H", "H", "H", "H", "H", "H", "H", "H", "H", "H"],
  "coordinates": [[0.58168, 0.36535, 1.93002], [0.64363, -0.92449, 1.05506], [-0.03166, 1.36146, 0.95057], [-0.20705, -0.65966, -0.18917], [0.24480, -1.51401, -1.36940], [-0.88333, 1.31021, -1.45108], [-0.02851, 0.78578, -0.36827], [-1.51610, -0.88624, 0.21565], [-0.08174, 0.15062, 2.76748], [1.63685, 0.60043, 2.19761], [1.65048, -1.28625, 0.66896], [0.35744, -1.83913, 1.58153], [-1.14407, 1.59008, 1.34833], [0.56444, 2.34521, 0.92327], [-0.51902, -1.73109, -2.06755], [0.65502, -2.58377, -0.96394], [1.12585, -1.10861, -1.78736], [-0.68160, 0.58209, -2.11172], [-2.00578, 1.37170, -1.31218], [-0.36133, 2.07032, -2.01781]]
}